Entry 1:
The following is a quantum chemistry calculation of a 8-piece molecular cluster, C51H124N8O15 overall in a non-equilibrium geometry, from the OMol25 dataset.

The geometry in XYZ format:
```
198
Properties=species:S:1:pos:R:3:forces:R:3
C 1.410459 2.429535 -1.356989 0.770 -0.060 0.699
C -2.312855 -7.272772 -1.766415 0.625 0.650 0.567
H -4.378870 -7.352495 -0.169904 -0.696 -0.089 0.348
C 5.357916 -0.939808 3.344322 -0.402 0.253 0.675
C -3.374409 4.452698 -4.341079 -1.149 -1.529 -0.468
H 7.348457 -4.820882 4.585266 0.764 -0.118 -0.587
H -1.060628 -3.409429 -3.127044 -0.060 -0.847 -0.118
C -1.615950 5.932658 -3.939931 1.307 0.537 -1.078
H 5.627388 -6.162662 -8.926903 -0.704 -0.417 -0.551
C -3.507148 -7.764714 0.338306 0.884 0.261 -0.047
H 5.684241 -5.110566 -6.088743 0.249 -0.791 0.342
H 7.179104 -4.777252 6.254401 -0.898 0.762 0.381
H -5.793073 1.089249 -0.604522 0.569 0.396 -0.550
C 0.911846 11.958335 -1.142330 -1.040 1.044 1.097
H -1.197181 6.757972 -4.515766 0.760 0.067 0.404
H -5.243582 5.122784 5.913045 -0.489 0.154 -0.187
H 1.461770 -4.822553 0.467662 0.034 -0.241 -0.168
C 5.680591 -5.069439 -7.177970 -0.241 -0.041 0.543
N 4.449688 -4.283220 -7.515444 0.481 -0.307 -0.784
C -1.498420 -8.370906 2.686789 -0.617 0.336 -1.766
C -3.889936 3.289021 4.565758 -0.621 -0.997 -2.354
H 10.807702 -4.791054 5.637310 0.055 0.428 -0.363
C 1.711050 -0.128220 -1.817357 -1.865 1.605 0.834
H -1.018093 7.670522 0.455220 -0.113 -0.347 -0.160
O -4.266269 -4.394312 5.379817 -0.395 1.713 1.050
H -3.485185 0.255004 0.318107 -0.472 0.810 -0.011
H -2.440315 -0.818682 -0.208311 1.253 -0.098 -0.028
H -0.914738 5.100455 -3.877912 0.516 0.249 0.629
H -0.971464 -9.083883 3.320891 -0.539 0.175 0.284
H 5.428163 -8.606389 -8.960507 -0.397 -0.247 -0.355
O 0.352384 0.832257 0.837440 0.260 0.144 0.574
H -0.680258 -4.000452 0.067109 0.324 0.154 -0.150
H -1.731831 -3.065484 -1.509521 1.181 -0.263 0.350
H -2.304370 0.009453 1.427070 0.831 -0.309 -0.096
H -7.262099 3.303895 -2.503694 -0.406 0.171 0.558
H 4.053580 0.104761 -4.312869 -0.625 -0.155 0.007
H 1.983336 5.411064 -0.870154 0.562 0.613 -0.654
H -4.506313 1.408855 3.704102 0.034 0.081 -0.414
H 0.866326 3.272263 -0.930577 -0.687 -0.028 -0.546
C 1.591539 6.248384 -0.292664 -1.282 -1.958 1.056
C -3.140641 -4.979064 4.780483 0.207 0.165 -0.475
N -2.353607 -7.172583 -0.317535 0.285 1.215 0.892
C -2.383530 1.569602 -1.676311 0.848 1.260 -1.271
H 0.736261 11.144378 0.857937 -0.356 0.063 0.178
H -1.426485 3.515138 -0.048743 0.337 -0.249 -0.264
H 3.788234 1.604653 2.056720 0.182 -0.038 -0.380
H 5.604784 0.028385 -4.818187 0.681 -0.246 -1.148
C 1.528278 -4.458502 1.492913 -0.815 1.340 -1.104
H -1.246721 -7.324509 2.859403 0.204 0.030 0.600
H -2.537542 -4.681318 1.412307 0.399 -0.406 -0.257
C 6.866179 -0.855679 3.583458 -0.671 -1.215 0.175
H 1.989813 2.750301 -2.222762 -0.382 -0.074 -0.402
H -6.175709 -4.683587 6.055890 0.201 0.359 0.084
H -6.670181 5.650560 -2.107379 -0.004 0.079 -0.004
H -3.425055 -5.499158 3.865761 -0.262 -0.521 0.043
H 7.355931 -0.486848 2.682240 -0.231 -0.015 -0.057
H -5.586403 2.856202 -2.548844 0.111 -0.220 -0.262
C -5.263516 -5.264745 5.920761 -0.278 0.664 -2.126
H -1.779225 1.996038 -3.775863 -0.554 0.955 0.174
C -5.093592 4.141650 6.363576 0.642 0.406 0.517
N -0.267026 0.887479 -0.398013 -0.895 -0.844 -1.823
H 0.684763 9.129713 0.604618 0.299 -0.624 0.412
C -5.838822 5.004476 -2.389374 -0.957 -0.289 -1.783
H -7.417083 1.756715 -0.588318 -0.251 -0.624 0.458
H -5.465471 -5.856708 5.028069 -0.471 -1.231 0.614
C 3.801591 0.526092 2.213661 1.575 0.526 0.100
O 4.959280 -7.416766 -7.368697 -0.564 0.435 0.341
C -1.708435 1.305161 -0.296725 0.548 0.536 -0.329
H -3.012761 0.774176 -2.075640 0.640 -0.698 0.046
H -2.445043 -6.188084 -0.111378 0.193 0.296 0.138
C 4.081770 -3.217322 -6.573185 1.005 0.226 -0.639
C -6.403252 1.904830 -0.216429 -0.876 1.155 -0.669
H 3.881284 -9.017606 -8.071868 0.109 0.069 -0.215
H -2.886841 3.527269 -4.647598 -0.046 -0.187 -0.218
H -0.785321 11.992669 0.244416 0.538 0.526 0.413
O -2.923600 -8.529125 2.666390 0.704 0.381 0.555
H 2.941054 0.389803 2.868635 0.215 -0.819 0.390
H -0.819732 10.350259 -1.446748 -0.275 -0.207 -0.331
H -2.874457 1.999229 3.134615 -0.124 0.060 -0.315
H -3.271115 -7.610646 -2.160964 -0.287 0.403 -0.357
C 7.550581 -4.165395 5.432370 1.677 -0.919 -0.222
C -6.293422 3.522125 -2.054096 2.368 0.598 0.643
H -4.613658 -7.970683 1.946559 -0.452 0.354 0.514
H 3.636315 -4.877512 -7.588534 0.217 -0.359 -0.070
H 6.938923 -0.074094 4.339716 0.638 -0.115 0.514
N -2.985836 1.152142 5.073540 -0.171 -1.699 -2.095
C -0.434350 7.699823 -0.464825 1.085 -1.528 -1.805
H -2.822461 -5.685253 5.547405 1.115 -0.237 -0.439
H -0.519058 0.173616 -3.227767 -0.479 -0.418 0.725
H 0.894202 0.809528 4.210291 0.098 -0.602 0.106
H -4.978367 5.414005 -1.860225 0.304 -0.754 0.250
H -2.638302 -2.736784 -2.714476 -0.719 -0.638 -1.195
O 0.266583 6.420555 -0.755539 -0.610 2.249 -0.486
H -0.994527 3.101057 -2.498895 -0.343 0.151 -0.351
H -1.454304 -2.761751 2.997727 -0.342 1.321 0.032
C 6.967428 -2.835254 5.125960 -1.252 1.103 1.205
C -0.220758 1.147340 -2.839225 1.851 -0.190 0.980
C -4.884549 4.446922 -4.781298 1.300 -1.087 0.754
H -2.777310 2.979556 0.846920 -0.644 -0.530 -0.576
C -1.131980 -0.301223 5.445621 -0.657 -0.678 1.582
H -1.934217 0.080468 3.462436 -0.167 0.491 -0.296
H -0.979158 -5.070249 2.296206 -0.575 -0.530 0.610
N -2.239574 -3.396893 3.004739 2.006 -0.230 -2.488
H -5.375510 3.474464 -4.744010 1.111 -0.808 -0.617
H 0.581659 1.341150 -3.551026 -0.284 0.923 -0.421
H 2.185066 2.348211 -0.594447 0.147 -0.604 0.225
H 4.780426 -1.575131 -7.871325 -1.330 -0.370 -0.440
H 1.220601 12.191135 -3.539552 0.845 0.791 -0.973
C -1.797865 2.649886 0.500364 -0.190 -0.193 0.819
H -1.887946 6.346128 -2.968770 -0.577 -0.447 0.163
H -2.348493 -3.061542 4.952336 -0.101 0.273 0.224
H 6.544836 -4.443161 -7.399237 0.091 -0.078 -0.409
H 2.248713 7.109327 -0.170160 -0.202 -0.036 -0.249
C 9.795006 -4.982374 5.282409 0.127 0.006 0.137
H 2.662012 0.073843 -1.324458 -0.189 -0.425 0.345
C 5.845787 -6.468739 -7.903809 -0.734 1.764 -0.164
H 1.435423 1.870427 5.487436 -0.336 0.204 0.194
C 0.666699 13.076930 -3.228652 -1.120 -1.104 0.626
N -0.580482 10.123411 -0.492077 1.365 -0.673 0.151
H -5.111402 -5.790769 6.863245 0.844 -0.185 -0.197
H -3.135076 2.354740 -1.593566 -0.010 0.231 0.642
H 5.907099 -2.998655 5.318643 -0.494 0.395 -0.925
C -0.710023 -3.475954 1.022149 0.300 -0.666 1.215
H -3.673313 -6.574350 2.306173 0.724 0.177 -0.379
O 0.026363 12.531597 -2.063889 -1.342 0.646 -0.696
H 3.028516 -3.000394 -6.751227 0.025 0.076 0.071
H -1.077144 -2.455080 0.916577 -0.066 -0.044 -0.253
C 0.546339 1.429869 5.036285 -0.521 -0.155 -0.517
H 6.842403 -6.888564 -8.040169 0.493 0.316 0.942
O 8.948095 -3.984512 5.774955 -0.586 0.310 -0.294
C 4.801195 -1.840210 -6.814251 -1.105 0.585 -1.260
H 3.717783 0.003998 1.260514 -0.441 -0.073 0.060
H 9.695142 -4.953286 4.197382 0.498 -0.540 -0.158
O -0.227601 0.743322 6.010263 -0.644 -1.003 -2.004
C -2.404156 0.118479 0.347138 -2.275 0.359 0.585
H 5.878469 -1.675122 -6.832607 0.435 -0.676 1.758
H -1.115895 -4.150308 4.682567 0.562 -0.533 -0.703
H 7.234873 -2.193091 5.965120 0.202 0.362 0.232
O 0.649463 -3.295196 1.581858 -1.204 -1.098 -0.120
C -1.369040 2.114795 -2.772984 -0.245 -1.910 0.650
H -5.873582 3.885938 7.080747 0.000 0.121 -0.164
O -2.594328 5.522234 -4.825113 -2.619 -0.015 0.212
H 1.170402 14.031376 -3.075653 0.736 -0.344 0.454
H -1.209106 -8.542250 1.649950 0.636 -0.141 -0.033
H -0.758046 -5.720967 -2.068943 0.274 -0.377 -0.181
H 1.457086 12.837774 -0.799684 1.157 -0.545 0.359
H 9.590269 -5.966597 5.703689 -0.509 -0.305 -0.202
H -4.133551 4.230723 6.872002 0.087 0.045 0.562
H 4.724075 -0.750533 4.210646 0.313 -1.621 1.165
H 4.969008 -1.771366 2.756636 0.395 -0.475 -0.048
O -6.121520 3.271784 -0.625151 0.024 -0.392 -0.708
H -0.106951 2.143801 4.534661 0.232 0.635 0.080
H -2.974698 3.742230 4.946616 -0.043 -0.017 0.767
C 4.685585 -0.549652 -4.913219 -0.598 0.733 2.414
H -1.573250 -0.543047 6.412525 -0.375 -0.534 -0.194
O -4.977446 3.123956 5.431121 0.115 -0.287 -0.219
H -4.955534 4.841100 -5.795044 -0.234 0.048 0.036
H 8.369463 -2.276176 4.000644 0.494 0.832 -0.814
H 1.449115 11.135661 -1.614196 0.719 0.223 0.031
H 1.153922 -1.013162 -1.509815 0.572 -0.279 0.296
C 0.381088 8.961968 -0.428697 -0.436 1.860 2.338
C -1.756683 -5.942737 -2.445301 -0.801 -0.899 0.446
C 4.916705 -8.684453 -8.001115 0.767 0.481 0.148
H 1.388400 5.697478 0.625661 0.939 0.512 1.031
H -1.034221 7.747775 -1.373651 -0.668 0.168 0.429
H -0.629233 -1.206103 5.104243 0.825 0.247 -0.051
H -0.112177 13.340698 -3.944104 -0.139 -0.457 -0.017
O 4.072373 -0.776864 -6.124903 1.455 -1.073 -1.201
H -6.338759 1.826546 0.868851 -0.185 0.405 -0.077
H 1.360658 9.085323 -0.890586 -0.323 -0.414 -1.242
C -3.571951 1.904833 3.966906 0.135 1.306 2.547
H -1.292267 2.606555 1.465044 0.641 -0.230 -0.209
H 4.801489 -1.467309 -4.336530 0.151 -0.191 0.063
H -1.626248 -8.112891 -1.870736 0.300 0.190 -1.193
H -2.324130 1.646784 5.654546 0.126 0.360 -0.354
C -2.342192 -0.036519 4.466413 1.856 1.425 2.664
C 0.073104 11.359519 0.020062 -0.362 -0.502 -1.977
O -2.549474 -4.766903 -2.189809 -0.132 -1.006 -0.609
H -3.515228 -8.845411 0.196472 0.049 -0.116 -0.106
C -2.097696 -3.888526 4.288042 -1.985 -1.136 5.232
H 1.915457 -0.230224 -2.883151 -0.152 0.292 -0.065
H 1.290856 -5.295252 2.149859 0.042 0.295 0.381
C -3.603919 -7.568447 1.864517 -1.664 -1.898 -0.443
C 0.626968 1.094961 -1.514487 0.732 -0.045 -1.516
C -1.927405 -3.528146 -2.476881 -0.573 1.475 1.729
H -3.465170 4.367421 -3.258214 0.607 0.520 0.362
N 7.376348 -2.185915 3.840406 0.127 -2.117 1.757
N -5.733617 5.173389 -3.900691 -1.063 1.540 0.498
H -3.041435 -0.872549 4.452437 0.261 -0.270 0.152
H 4.171789 -3.621871 -5.565057 0.172 0.465 0.506
H 0.176223 -0.074565 1.098691 0.304 -0.263 0.378
C -1.679414 -4.302372 1.967382 0.584 1.334 -1.244
O 5.133210 0.251301 2.742499 -1.844 3.395 -2.780
H 2.526614 -4.034052 1.599030 -0.035 -0.364 0.461
H -1.779819 -6.179559 -3.509013 0.428 0.293 -0.201
H -5.649754 6.100497 -4.292519 -0.608 0.678 1.421
H 5.490236 -9.395965 -7.407054 -0.046 -0.189 0.120
H -4.172474 3.884917 3.697906 -0.266 0.669 -0.008
```
Forces are in eV/Å.

Computed properties:
**Net charge**: 0
**Energy above the lowest of the compared OMol25 structures with the same formula, charge and spin**: 241.41 kcal per mole
**Structure (SMILES)**: CC1(C)CCCC(C)(C)N1O.COCCNCCOC.COCCNCCOC.COCCNCCOC.COCCNCCOC.COCCNCCOC.COCCNCCOC.COCCNCCOC
**Gap between HOMO and LUMO**: 8.3695 eV
**Spin multiplicity**: 1

Entry 2:
The following is a quantum chemistry calculation of a 2-piece molecular cluster, C4H6N5S overall in a non-equilibrium geometry, from the OMol25 dataset.

The geometry in XYZ format:
```
16
Properties=species:S:1:pos:R:3:forces:R:3
S -0.273925 1.977725 -0.318924 1.313 -0.468 -0.158
C 1.705331 0.325449 -0.599799 -1.230 -1.309 -0.813
N -2.332696 -1.162932 -0.045309 -0.653 -0.038 -0.542
C 0.324698 0.850947 1.034988 0.406 0.053 0.348
H 2.788135 -1.534228 -0.761927 -0.706 1.302 -0.580
N -1.477925 -0.475996 -0.295285 -0.158 -0.436 -0.259
H -0.184164 0.290794 2.977721 0.547 -0.288 -0.171
C 2.354452 -0.641794 -1.315204 0.785 -1.104 1.275
H 2.470080 -0.718722 -2.388810 -0.049 0.673 -0.004
C 0.881978 1.282015 -1.279785 0.841 0.753 0.754
H 1.251465 1.624916 -2.219182 -0.658 0.289 -0.878
N -3.161737 -1.933866 0.357431 -1.633 -1.075 0.180
N 1.309665 0.123643 0.704725 0.336 0.205 0.771
N -0.319308 0.940762 2.221262 0.710 0.073 -0.643
H -4.076189 -2.112473 -0.153649 1.824 0.751 0.433
H -1.259859 1.163760 2.081748 -1.675 0.618 0.287
```
Forces are in eV/Å.

Computed properties:
**Net charge**: +1
**Energy above the lowest of the compared OMol25 structures with the same formula, charge and spin**: 18.94 kcal per mole
**Gap between HOMO and LUMO (spin up / spin down)**: 7.4231 / 7.4232 eV
**Spin multiplicity**: 1

Q: What is the net charge in the second record?
A: +1